Record 1
ORCA calculation (ωB97M-V with the def2-TZVPD basis set) on a molecular structure, C24H23CrN6O4.

The geometry in XYZ format:
```
58
C24H23CrN6O4 ωB97M-V with the def2-TZVPD basis set
Cr -0.364 -0.051 -0.029
C 0.729 -2.335 -1.596
N 1.232 -1.176 -0.819
C 1.998 -1.657 0.345
C 1.060 -1.995 1.483
C 1.374 -2.943 2.444
C 0.478 -3.181 3.478
C -0.710 -2.465 3.513
C -0.948 -1.530 2.521
N -0.086 -1.296 1.530
C 1.960 -0.261 -1.716
C 0.986 0.652 -2.430
C 1.260 1.195 -3.676
C 0.333 2.049 -4.260
C -0.844 2.327 -3.578
C -1.040 1.750 -2.336
N -0.148 0.934 -1.771
C -0.772 -2.418 -1.616
C -1.427 -3.441 -2.289
C -2.813 -3.473 -2.281
C -3.496 -2.476 -1.596
C -2.768 -1.495 -0.952
N -1.434 -1.463 -0.959
H 1.121 -3.271 -1.182
H 1.084 -2.283 -2.631
H 2.678 -0.876 0.699
H 2.618 -2.527 0.094
H 2.301 -3.492 2.388
H 0.698 -3.921 4.231
H -1.441 -2.627 4.288
H -1.856 -0.942 2.508
H 2.573 -0.806 -2.446
H 2.642 0.372 -1.139
H 2.178 0.956 -4.187
H 0.521 2.476 -5.232
H -1.598 2.972 -4.000
H -1.938 1.940 -1.763
H -0.861 -4.198 -2.810
H -3.346 -4.257 -2.797
H -4.573 -2.463 -1.564
H -3.253 -0.698 -0.405
C 3.033 1.964 1.268
C 1.603 2.272 1.503
N 0.514 1.628 1.089
C -0.554 2.345 1.592
C -0.099 3.423 2.311
N 1.259 3.345 2.233
C -0.705 4.567 3.095
O -2.005 4.636 3.166
O 0.064 5.338 3.601
C -1.937 1.893 1.313
O -2.897 2.505 1.743
O -1.960 0.829 0.596
H 3.170 1.071 0.670
H 3.542 1.827 2.223
H 3.512 2.802 0.761
H 1.863 4.025 2.681
H -2.512 3.926 2.696
```

## Properties
net charge = +2
HOMO energy (spin up / spin down) = -14.96 / -14.95 eV
Kohn-Sham gap (spin up / spin down) = 9.115 / 8.287 eV
lowest unoccupied orbital energy (spin up / spin down) = -5.844 / -6.659 eV
expectation value of S² = 3.77
multiplicity = 4



Record 2
ORCA calculation (ωB97M-V with the def2-TZVPD basis set) on a molecular structure, C24H23N3O2Ru.

The geometry in XYZ format:
```
53
C24H23N3O2Ru ωB97M-V with the def2-TZVPD basis set
Ru -0.011 0.164 0.163
C -0.805 1.327 3.039
C -2.226 0.799 2.910
C -3.172 1.129 3.822
C -4.504 0.744 3.642
C -4.887 -0.017 2.558
C -3.941 -0.487 1.669
C -4.416 -1.198 0.423
C -2.568 -0.138 1.852
N -1.550 -0.852 1.238
C -1.546 -2.276 1.037
O -1.955 -3.123 1.810
C -0.916 -2.550 -0.290
C -0.875 -3.880 -0.859
C -0.148 -4.086 -2.051
C 0.535 -2.975 -2.631
C 0.399 -1.690 -2.062
N -0.204 -1.564 -0.855
C 1.006 -0.385 -2.523
O 1.118 -0.183 -3.754
N 1.282 0.457 -1.467
C 2.384 1.260 -1.426
C 3.664 0.774 -1.822
C 3.958 -0.683 -1.794
C 4.590 1.637 -2.381
C 4.455 2.992 -2.158
C 3.331 3.527 -1.531
C 2.241 2.671 -1.151
C 1.034 3.312 -0.505
H -0.770 2.187 3.698
H -0.354 1.608 2.039
H -0.114 0.546 3.361
H -2.926 1.918 4.530
H -5.231 1.078 4.360
H -5.905 -0.286 2.447
H -5.560 -1.168 0.435
H -4.067 -2.219 0.444
H -3.979 -0.670 -0.428
H -1.429 -4.657 -0.367
H -0.129 -5.064 -2.512
H 0.919 -3.012 -3.627
H 3.137 -1.307 -1.340
H 4.821 -1.004 -1.175
H 4.192 -1.062 -2.844
H 5.354 1.189 -2.978
H 5.100 3.723 -2.661
H 3.364 4.604 -1.338
H 1.050 2.989 0.635
H 0.096 2.955 -0.953
H 1.080 4.421 -0.564
C 1.410 -0.424 1.163
H 1.387 -1.022 2.121
H 2.280 -0.026 0.648
```

## Properties
net charge = 0
HOMO energy (spin up / spin down) = -6.97 / -7.95 eV
Kohn-Sham gap (spin up / spin down) = 6.066 / 6.579 eV
lowest unoccupied orbital energy (spin up / spin down) = -0.907 / -1.367 eV
expectation value of S² = 6.02
multiplicity = 5



Record 3
ORCA calculation (ωB97M-V with the def2-TZVPD basis set) on a molecular structure, C24H23N3O3PRhS.

The geometry in XYZ format:
```
56
C24H23N3O3PRhS ωB97M-V with the def2-TZVPD basis set
Rh 1.139 0.277 0.818
O 3.107 -0.004 0.725
N 3.761 0.121 1.909
C 5.111 0.144 1.860
C 5.825 0.214 3.023
C 5.142 0.269 4.242
C 3.767 0.256 4.259
C 3.061 0.167 3.057
S 1.325 0.068 2.984
H 5.534 0.089 0.868
H 6.904 0.227 2.974
H 5.692 0.330 5.171
H 3.206 0.312 5.182
N 1.626 4.271 0.076
C 1.964 2.983 0.067
N 2.989 2.568 -0.672
O 1.229 2.217 0.782
H 2.141 4.971 -0.429
H 0.846 4.557 0.645
H 3.514 3.212 -1.240
H 3.347 1.631 -0.543
O -0.852 0.379 0.897
P -1.613 -0.336 -0.259
C -1.168 -2.071 -0.259
C 0.159 -2.434 -0.021
C 0.575 -3.748 -0.014
C -0.368 -4.740 -0.271
C -1.691 -4.405 -0.511
C -2.098 -3.077 -0.504
C -1.052 0.374 -1.796
C -0.875 1.761 -1.855
C -0.480 2.354 -3.042
C -0.267 1.571 -4.171
C -0.444 0.195 -4.119
C -0.836 -0.407 -2.933
C -3.357 -0.165 -0.048
C -4.175 0.006 -1.166
C -5.549 0.073 -1.005
C -6.100 -0.018 0.265
C -5.285 -0.174 1.380
C -3.912 -0.252 1.231
H 0.918 -1.649 0.155
H 1.607 -4.005 0.182
H -0.065 -5.778 -0.278
H -2.417 -5.184 -0.700
H -3.137 -2.828 -0.680
H -1.064 2.368 -0.976
H -0.357 3.428 -3.097
H 0.031 2.037 -5.101
H -0.281 -0.407 -5.002
H -0.969 -1.481 -2.892
H -3.743 0.094 -2.156
H -6.188 0.205 -1.868
H -7.173 0.039 0.389
H -5.726 -0.234 2.366
H -3.277 -0.371 2.100
```

## Properties
energy above the lowest of the compared OMol25 structures with the same formula, charge and spin = 1.6 kcal/mol
net charge = +2
HOMO energy (spin up / spin down) = -14.40 / -14.40 eV
Kohn-Sham gap (spin up / spin down) = 6.749 / 6.752 eV
lowest unoccupied orbital energy (spin up / spin down) = -7.647 / -7.644 eV



Record 4
ORCA calculation (ωB97M-V with the def2-TZVPD basis set) on a single C24H23N3O4S molecule.

The geometry in XYZ format:
```
55
C24H23N3O4S ωB97M-V with the def2-TZVPD basis set
C -8.642 -0.662 -0.898
C -7.234 -0.182 -1.072
C -6.313 -0.321 -0.043
C -4.996 0.093 -0.195
C -4.596 0.685 -1.389
C -5.510 0.836 -2.416
C -6.815 0.397 -2.263
H -7.518 0.518 -3.075
H -5.206 1.302 -3.342
H -3.590 1.060 -1.509
C -4.071 -0.075 0.963
O -4.443 -0.006 2.119
N -2.788 -0.351 0.623
H -2.514 -0.357 -0.345
C -1.736 -0.430 1.601
C -0.703 0.670 1.414
O 0.230 0.855 2.150
O -0.946 1.405 0.322
C -0.001 2.426 0.039
C 1.404 1.889 -0.050
C 2.490 2.640 0.279
C 3.823 2.117 0.193
O 4.851 2.710 0.435
N 3.850 0.754 -0.225
C 2.694 0.105 -0.536
N 1.507 0.614 -0.492
S 2.956 -1.543 -1.026
C 4.681 -1.334 -0.794
C 5.672 -2.279 -0.992
C 6.984 -1.912 -0.750
C 7.292 -0.628 -0.319
C 6.305 0.319 -0.119
C 4.985 -0.038 -0.360
H 6.536 1.317 0.215
H 8.321 -0.361 -0.134
H 7.772 -2.633 -0.898
H 5.417 -3.271 -1.326
H 2.394 3.653 0.630
H -0.311 2.842 -0.923
H -0.046 3.202 0.810
H -2.212 -0.278 2.579
C -1.022 -1.801 1.602
C -1.979 -2.889 2.079
H -1.480 -3.854 2.081
H -2.843 -2.947 1.420
H -2.332 -2.678 3.085
C -0.468 -2.131 0.217
H 0.129 -1.307 -0.168
H 0.163 -3.015 0.271
H -1.276 -2.339 -0.481
H -0.190 -1.716 2.307
H -6.609 -0.755 0.901
H -8.686 -1.743 -1.032
H -9.305 -0.202 -1.626
H -9.003 -0.436 0.103
```

## Properties
energy above the lowest of the compared OMol25 structures with the same formula, charge and spin = 5.4 kcal/mol
net charge = 0
HOMO energy = -8.59 eV
Kohn-Sham gap = 8.783 eV
lowest unoccupied orbital energy = 0.197 eV
SMILES string = Cc1cccc(C(=O)N[C@H](C(=O)OCc2cc(=O)n3c(n2)sc2ccccc23)C(C)C)c1